(1)
Below is a 2-piece molecular cluster, C4H13N2O2 overall in a non-equilibrium geometry, with properties calculated with ωB97M-V with the def2-TZVPD basis set.

Each line ends with the Mulliken charge.
Geometry (Å):
O: 1.28 -1.02 2.37  -0.66
O: -0.61 2.01 -1.05  -0.16
N: -2.07 -0.08 -0.01  -0.37
N: 0.76 1.78 0.70  -0.12
C: 1.08 -1.99 -1.11  -1.03
C: -0.05 1.32 -0.17  0.20
C: -0.51 -0.16 -0.08  -0.06
C: -0.09 -1.00 -1.30  -0.60
H: 0.11 -0.30 -2.10  0.52
H: -2.50 0.83 0.18  0.36
H: -2.47 -0.39 -0.86  0.36
H: 1.15 1.19 1.43  0.27
H: 1.81 -2.01 -1.89  0.34
H: -0.98 -1.49 -1.69  0.46
H: -2.43 -0.77 0.67  0.35
H: 0.62 -2.95 -0.89  0.34
H: 1.00 2.77 0.66  0.30
H: 1.80 -1.28 1.59  0.34
H: 1.66 -1.67 -0.25  0.14
H: -0.33 -0.63 0.89  0.68
H: 1.51 -1.80 2.89  0.33

As for the multiplicity: 2. The calculation puts the highest occupied orbital energy (spin up / spin down) at -0.71256 / -0.71179 Ha. As for the expectation value of S²: 0.755. The molecular weight is 121.16 g mol⁻¹. The energy above the lowest of the compared OMol25 structures with the same formula, charge and spin is 32.2 kcal per mole. Its net charge is +2. The calculation puts the HOMO-LUMO gap (spin up / spin down) at 10.76 / 5.81 eV.

***

(2)
Below is a 2-piece molecular cluster, C9H14 overall in a non-equilibrium geometry, with properties calculated with ωB97M-V with the def2-TZVPD basis set.

Each line ends with the Mulliken charge.
Geometry (Å):
C: 0.02 -1.90 -0.78  -0.55
C: 1.62 -0.74 0.58  -0.68
C: -1.23 1.63 1.52  -0.75
C: 1.55 0.34 -0.30  -0.19
C: 0.67 0.33 -1.38  -0.58
C: -1.02 -0.78 -2.80  -1.42
C: -0.19 -0.77 -1.55  0.92
C: 0.87 -1.87 0.32  -0.34
C: -0.20 1.36 2.61  -0.82
H: 2.45 -0.69 1.27  0.42
H: -1.50 0.72 1.04  0.20
H: 2.31 1.10 -0.19  0.39
H: -0.53 -0.39 -3.69  0.34
H: -2.19 2.02 1.84  0.36
H: 0.61 2.08 2.65  0.26
H: -0.64 1.43 3.60  0.36
H: 1.00 -2.79 0.88  0.39
H: -0.58 -2.77 -1.02  0.29
H: -1.40 -1.78 -3.02  0.37
H: -1.88 -0.13 -2.65  0.31
H: -0.80 2.23 0.72  0.23
H: 0.84 1.02 -2.19  0.34
H: 0.23 0.37 2.52  0.18

As for the multiplicity: 1. The calculation puts the highest occupied orbital energy at -0.33127 Ha. The molecular weight is 122.21 g mol⁻¹. The energy above the lowest of the compared OMol25 structures with the same formula, charge and spin is 12.5 kcal per mole. Its net charge is 0. The calculation puts the HOMO-LUMO gap at 10.04 eV.